1.
DFT (wB97M-V/def2-TZVPD) results for a molecular structure, C34H56N2NiO4P3 in a non-equilibrium geometry.

The geometry in XYZ format:
```
100
Properties=species:S:1:pos:R:3:forces:R:3
C -3.204 0.398 0.472 -0.2 -0.4 0.0
C -2.292 -0.723 -1.354 0.1 -0.2 0.3
C -4.487 0.350 -0.081 0.4 0.3 0.1
C -3.534 -0.777 -1.986 0.0 0.2 0.0
C -4.647 -0.223 -1.341 0.4 -0.4 0.1
H -5.302 0.792 0.493 0.1 0.0 -0.4
H -3.602 -1.259 -2.965 -0.1 0.3 0.3
H -5.624 -0.248 -1.814 0.1 0.0 0.1
N -2.175 -0.227 -0.111 0.3 0.7 -0.4
P -1.095 1.686 1.725 -0.1 1.7 -0.1
P 0.171 -2.053 -0.839 0.0 0.2 -1.1
C -2.884 1.189 1.724 0.0 -0.4 0.1
H -3.564 2.048 1.819 0.3 -0.3 -0.1
H -3.040 0.562 2.610 0.0 0.0 -0.1
C -0.972 -1.095 -2.004 -0.3 -0.3 0.3
H -1.155 -1.648 -2.929 0.1 0.1 0.1
C 1.698 -2.414 -1.990 -0.1 0.1 0.3
C -0.668 -3.701 -0.520 0.2 0.3 -0.2
C -1.105 3.274 0.680 0.0 0.0 0.3
C -0.768 2.144 3.536 -0.1 0.1 -0.4
C 2.802 -1.413 -1.643 0.2 0.3 0.0
H 3.228 -1.616 -0.654 -0.1 0.0 -0.3
H 3.606 -1.505 -2.392 -0.2 0.0 0.2
H 2.443 -0.378 -1.664 0.1 -0.2 0.0
C 2.279 -3.811 -1.726 0.1 -0.2 -0.1
H 2.543 -3.949 -0.668 -0.1 0.0 -0.3
H 1.613 -4.619 -2.048 0.2 0.2 0.1
H 3.212 -3.905 -2.305 -0.3 0.1 0.1
C 1.414 -2.235 -3.488 0.0 0.0 -0.3
H 2.292 -2.613 -4.036 -0.2 0.1 0.1
H 0.543 -2.781 -3.868 0.2 0.1 0.1
H 1.305 -1.177 -3.758 0.0 -0.3 0.1
C 0.221 -4.466 0.497 -0.1 -0.2 0.2
H 0.870 -3.797 1.086 -0.1 -0.2 -0.2
H -0.422 -4.993 1.219 0.2 0.1 -0.2
H 0.846 -5.216 -0.001 -0.1 0.2 0.2
C -2.042 -3.473 0.133 -0.1 -0.1 0.0
H -1.974 -2.795 0.993 -0.2 -0.2 -0.2
H -2.779 -3.092 -0.586 0.2 0.0 0.3
H -2.399 -4.449 0.500 0.0 0.3 -0.1
C -0.866 -4.454 -1.855 -0.4 -0.4 -0.1
H -0.533 -3.911 -2.751 0.0 -0.2 0.4
H -0.352 -5.423 -1.831 -0.1 0.2 -0.1
H -1.936 -4.663 -2.008 0.3 0.0 0.0
C 0.636 2.768 3.667 0.2 0.1 0.2
H 0.988 2.619 4.700 -0.1 0.1 -0.2
H 1.382 2.292 3.014 -0.4 0.4 0.3
H 0.626 3.851 3.484 0.0 -0.4 0.1
C -0.805 0.845 4.357 0.1 0.0 0.1
H -1.776 0.337 4.297 0.2 0.0 0.0
H -0.014 0.149 4.064 -0.2 0.2 0.1
H -0.642 1.115 5.411 0.0 -0.1 -0.2
C -1.827 3.104 4.109 -0.2 0.0 0.5
H -1.969 2.859 5.173 0.0 0.1 -0.2
H -1.488 4.147 4.070 -0.2 -0.3 0.0
H -2.816 3.020 3.633 0.4 0.1 0.2
C -1.522 2.982 -0.778 -0.1 -0.2 -0.5
H -2.153 3.796 -1.167 0.2 -0.1 0.2
H -0.646 2.893 -1.437 -0.3 -0.1 0.3
H -2.092 2.057 -0.897 0.0 0.2 0.0
C 0.323 3.839 0.659 0.2 0.2 0.0
H 1.060 3.066 0.396 -0.2 0.1 -0.1
H 0.377 4.633 -0.101 0.0 -0.2 0.1
H 0.615 4.288 1.614 -0.1 -0.1 -0.3
C -2.085 4.308 1.251 0.2 0.3 0.0
H -3.105 3.907 1.322 0.2 0.3 -0.1
H -1.775 4.681 2.232 -0.1 -0.1 -0.3
H -2.102 5.169 0.565 -0.1 -0.2 0.2
Ni 0.027 0.012 0.611 -0.6 -1.0 -0.9
C -0.262 -1.254 2.010 -1.0 -3.5 3.2
O -0.307 -2.101 2.803 0.2 2.5 -2.3
N 0.448 0.749 -1.214 -0.7 -0.2 -0.7
C -0.166 0.236 -2.208 0.4 0.0 1.5
C -0.164 0.859 -3.557 0.1 0.2 -0.2
C 0.874 1.764 -3.816 -0.1 0.0 -0.5
C -1.130 0.589 -4.537 0.4 0.2 0.0
C 0.995 2.347 -5.079 -0.2 -0.1 0.3
H 1.578 1.976 -3.009 -0.2 -0.1 -0.3
C -1.028 1.201 -5.792 0.1 0.1 0.2
H -1.955 -0.091 -4.312 0.2 0.2 -0.2
C 0.039 2.069 -6.064 -0.1 -0.1 0.0
H 1.838 3.016 -5.277 -0.4 -0.2 0.0
H -1.785 0.998 -6.553 0.3 0.1 0.2
H 0.124 2.539 -7.049 -0.1 -0.2 0.4
C 2.723 -0.240 4.295 0.1 0.3 -0.2
O 2.373 0.411 3.048 -0.1 -0.4 -0.3
P 2.089 -0.167 1.556 2.6 -0.1 0.4
O 3.213 0.542 0.634 -0.3 -0.2 0.7
C 4.074 1.688 0.805 0.3 -0.1 0.0
O 2.501 -1.742 1.708 -0.4 1.0 -0.3
C 3.701 -2.421 2.110 0.1 -0.1 -0.1
H 2.051 -1.064 4.585 0.1 0.3 -0.5
H 2.642 0.546 5.053 0.1 -0.2 -0.1
H 3.758 -0.589 4.237 -0.2 0.0 0.1
H 4.015 2.312 -0.100 -0.1 -0.4 0.3
H 3.801 2.304 1.666 -0.1 -0.2 0.0
H 5.107 1.329 0.927 -0.4 0.1 0.0
H 4.611 -1.895 1.794 -0.3 0.0 0.1
H 3.712 -2.594 3.193 0.0 0.2 -0.3
H 3.643 -3.395 1.619 0.2 0.1 0.0
```
Forces are in eV/Å.

Properties
Total charge   +1
⟨S²⟩   2.018
E_LUMO (alpha / beta)   -2.18 / -2.29 eV
HOMO energy (alpha / beta)   -9.501 / -9.944 eV
2S+1   3
Largest force on an atom   4.81 eV/Å
Frontier orbital gap (alpha / beta)   7.32 / 7.66 eV

These are the Mulliken partial charges, in e, on atoms 1 to 2:
1. C -0.093
2. C -0.771



2.
DFT (wB97M-V/def2-TZVPD) results for CH3ClOS2 in the gas phase in a non-equilibrium geometry.

The geometry in XYZ format:
```
8
Properties=species:S:1:pos:R:3:forces:R:3
C 1.255 -0.102 0.063 -0.7 -0.1 0.2
O -0.732 1.541 -0.367 -0.2 0.9 -0.7
S -1.489 -1.292 -0.022 -1.8 1.6 -0.2
S -0.408 0.500 0.581 0.8 -0.7 0.3
Cl -3.339 -0.068 -0.157 1.9 -1.6 0.2
H 1.519 -0.992 0.621 0.1 -0.2 0.1
H 1.950 0.704 0.283 -0.1 0.1 0.1
H 1.243 -0.291 -1.003 -0.1 0.0 -0.2
```
Forces are in eV/Å.

Properties
Total charge   0
Relative energy (zero: lowest compared OMol25 entry of this formula, charge and spin)   97.0 kJ/mol
E_LUMO   -1.35 eV
HOMO energy   -9.579 eV
2S+1   1
Largest force on an atom   2.52 eV/Å
Frontier orbital gap   8.23 eV

These are the natural (NBO) partial charges, in e, on atoms 1 to 2:
1. C -0.829
2. O -0.920



3.
DFT (wB97M-V/def2-TZVPD) results for 10 unconnected molecules or ions with the total composition C37H100N8O16 in a non-equilibrium geometry.

The geometry in XYZ format:
```
161
Properties=species:S:1:pos:R:3:forces:R:3
C 2.387 1.023 2.357 0.5 0.8 0.3
O 2.965 -0.106 2.971 0.2 -0.1 -0.5
C 2.195 -1.273 2.853 -0.1 -0.1 0.2
C 2.976 -2.336 3.600 0.5 -0.2 0.6
N 2.462 -3.704 3.453 -0.4 0.4 -0.5
C 1.079 -3.816 3.943 0.3 -0.3 0.3
C 0.662 -5.263 4.035 -0.3 0.1 -0.5
O 1.328 -5.857 5.112 -0.1 -0.2 0.4
C 0.908 -7.194 5.354 0.7 0.3 -0.2
H 2.092 0.895 1.310 -0.2 -0.4 0.1
H 3.164 1.791 2.343 0.0 0.0 0.1
H 1.577 1.425 2.977 -0.3 -0.2 -0.2
H 2.041 -1.584 1.811 0.1 0.2 -0.1
H 1.206 -1.091 3.295 -0.1 -0.2 0.0
H 3.053 -2.060 4.663 -0.3 0.1 -0.1
H 4.016 -2.299 3.263 -0.1 -0.1 -0.3
H 3.045 -4.334 3.990 0.0 0.0 0.0
H 0.383 -3.317 3.267 0.2 0.2 0.0
H 1.016 -3.362 4.941 -0.3 0.0 0.0
H 0.887 -5.764 3.082 0.1 -0.1 0.1
H -0.433 -5.320 4.133 0.1 0.0 0.3
H 1.278 -7.470 6.338 -0.2 0.0 0.1
H 1.390 -7.859 4.629 -0.3 -0.1 -0.1
H -0.179 -7.273 5.303 0.0 -0.1 0.0
C -0.469 4.028 2.697 -0.3 0.0 -0.5
O -0.287 4.595 1.413 0.1 0.0 0.1
C 0.323 3.694 0.521 0.0 -0.5 -0.2
C 0.403 4.315 -0.866 -0.1 -0.8 0.7
N 1.253 3.460 -1.680 0.6 0.7 0.0
C 1.281 3.824 -3.082 -0.9 -0.9 -0.2
C 2.030 5.086 -3.417 0.4 -0.5 -0.6
O 1.249 6.203 -3.105 0.0 0.4 0.4
C 1.863 7.434 -3.430 -0.3 0.1 -0.2
H -1.074 3.111 2.634 0.1 0.0 0.0
H -1.045 4.743 3.275 0.2 0.0 0.2
H 0.497 3.788 3.153 0.0 0.1 0.2
H -0.233 2.744 0.528 -0.1 0.1 -0.2
H 1.349 3.415 0.815 0.0 0.3 0.2
H 0.829 5.300 -0.686 0.0 0.1 -0.5
H -0.599 4.395 -1.313 0.0 0.3 0.1
H 1.043 2.479 -1.541 -0.1 -0.1 -0.2
H 0.250 3.902 -3.488 0.1 0.4 0.1
H 1.657 2.978 -3.667 0.5 0.1 0.2
H 2.259 5.061 -4.496 -0.1 0.1 0.0
H 3.007 5.095 -2.916 -0.1 0.1 0.2
H 1.356 7.862 -4.303 0.2 0.0 -0.1
H 2.925 7.309 -3.648 0.0 0.1 0.0
H 1.741 8.146 -2.613 0.0 -0.1 0.1
C 4.488 -7.686 -4.222 0.3 0.4 0.0
O 3.876 -6.709 -5.031 -0.1 -0.1 0.0
C 3.811 -7.087 -6.400 0.5 0.0 0.4
C 3.465 -5.858 -7.199 -0.1 -0.5 -0.4
N 2.113 -5.425 -6.897 0.0 0.0 0.1
C 1.851 -4.052 -7.288 -0.1 0.0 0.0
C 0.806 -3.408 -6.413 0.2 0.9 0.5
O 1.210 -3.535 -5.062 -0.2 -0.2 0.0
C 0.351 -2.828 -4.183 0.1 -0.7 -0.2
H 5.554 -7.784 -4.470 -0.1 -0.2 -0.2
H 3.986 -8.654 -4.304 0.0 -0.1 0.1
H 4.467 -7.319 -3.196 -0.3 -0.1 0.0
H 3.083 -7.896 -6.531 -0.1 0.1 -0.1
H 4.794 -7.467 -6.716 0.0 0.0 0.0
H 3.565 -6.135 -8.256 -0.2 0.1 0.0
H 4.236 -5.096 -7.013 -0.1 0.1 0.2
H 1.988 -5.493 -5.892 0.0 0.1 0.0
H 1.488 -3.988 -8.319 0.2 -0.1 -0.1
H 2.769 -3.453 -7.213 0.0 0.1 0.0
H -0.213 -3.786 -6.558 0.1 -0.3 0.0
H 0.783 -2.326 -6.620 -0.1 -0.1 -0.4
H -0.690 -3.123 -4.367 0.0 0.2 0.0
H 0.459 -1.746 -4.295 0.0 0.0 0.1
H 0.629 -3.160 -3.186 0.0 0.3 0.1
C -2.719 5.186 6.113 0.5 0.2 0.6
O -2.946 4.599 4.867 0.3 0.0 -0.2
C -4.202 4.908 4.334 -0.9 -0.1 -0.2
C -4.483 3.957 3.200 0.4 -1.0 0.0
N -4.401 2.572 3.712 -0.1 0.4 -0.5
C -4.732 1.569 2.701 -0.2 -0.6 0.5
C -3.627 1.332 1.707 0.4 0.0 -0.7
O -2.602 0.579 2.343 0.0 0.4 0.0
C -1.524 0.333 1.467 0.4 -0.3 -0.2
H -3.489 4.896 6.837 -0.1 0.1 0.0
H -2.628 6.279 6.060 -0.3 0.0 -0.1
H -1.756 4.847 6.500 -0.1 -0.2 -0.2
H -4.287 5.944 3.977 0.3 0.1 0.1
H -4.986 4.747 5.089 0.1 0.1 0.1
H -3.755 4.090 2.389 -0.1 0.4 -0.1
H -5.491 4.102 2.812 0.0 0.2 0.0
H -3.426 2.414 3.952 -0.1 0.0 0.3
H -5.689 1.767 2.212 0.1 0.4 -0.1
H -4.909 0.637 3.251 0.1 -0.1 -0.2
H -3.211 2.289 1.354 0.0 0.0 0.1
H -3.914 0.825 0.772 -0.4 -0.2 0.3
H -1.617 -0.642 0.977 -0.1 0.0 0.2
H -0.586 0.354 2.025 -0.1 -0.1 0.1
H -1.431 1.067 0.661 -0.2 0.1 0.1
C -4.528 -1.318 -1.530 0.1 0.7 -1.1
O -5.680 -1.238 -0.743 0.4 -0.3 0.5
C -5.795 -2.310 0.198 -0.4 -0.1 -0.7
C -6.581 -1.807 1.375 -0.2 -0.7 0.4
N -7.951 -1.490 0.981 0.3 1.2 0.3
C -8.703 -0.947 2.116 -0.2 -1.5 0.5
C -9.988 -0.335 1.660 0.0 1.5 0.2
O -9.700 0.976 1.149 0.0 -0.1 0.0
C -10.846 1.797 1.125 0.2 0.1 -0.3
H -4.617 -0.536 -2.289 0.0 0.0 0.1
H -4.419 -2.243 -2.111 -0.1 -0.2 0.4
H -3.601 -1.087 -0.996 -0.1 -0.2 0.4
H -4.821 -2.724 0.473 0.1 0.3 0.1
H -6.353 -3.116 -0.297 0.0 0.0 0.1
H -6.044 -0.985 1.867 -0.1 0.1 -0.1
H -6.666 -2.615 2.113 0.2 0.0 0.0
H -7.893 -0.701 0.334 0.0 -0.3 -0.2
H -8.132 -0.292 2.786 0.0 0.4 -0.4
H -8.987 -1.771 2.792 0.1 -0.1 -0.3
H -10.656 -0.188 2.517 -0.1 -0.3 0.0
H -10.468 -0.914 0.869 -0.1 -0.3 0.1
H -11.647 1.318 0.552 -0.2 0.1 0.2
H -10.594 2.734 0.626 0.1 -0.1 -0.1
H -11.172 2.060 2.138 -0.2 -0.2 0.0
C 9.768 3.887 0.939 -0.2 -0.3 0.5
O 8.478 3.501 0.521 0.2 -0.1 -0.1
C 7.671 4.598 0.168 -0.3 0.6 0.8
C 6.274 4.118 -0.121 0.0 -0.5 0.1
N 6.192 3.450 -1.391 -0.4 0.5 -0.6
C 4.933 2.841 -1.747 -0.1 -0.1 -0.6
C 4.453 1.681 -0.900 0.0 0.1 0.3
O 5.450 0.682 -0.885 0.2 -0.3 -0.4
C 5.120 -0.390 -0.043 -0.1 -0.1 0.3
H 10.402 4.136 0.085 0.1 0.2 0.1
H 10.187 3.048 1.498 0.1 -0.1 -0.3
H 9.724 4.708 1.667 0.0 0.2 -0.3
H 8.097 5.193 -0.649 0.0 -0.2 -0.2
H 7.597 5.280 1.034 0.1 -0.1 -0.1
H 5.589 4.973 -0.100 0.0 0.0 -0.2
H 5.964 3.475 0.720 0.1 0.0 0.0
H 6.968 2.864 -1.649 0.1 -0.1 0.5
H 5.047 2.487 -2.778 0.0 -0.1 0.1
H 4.120 3.572 -1.797 0.1 0.1 0.3
H 3.515 1.293 -1.317 0.0 0.0 0.1
H 4.262 2.010 0.133 -0.1 0.0 0.0
H 5.799 -1.227 -0.208 0.2 0.2 -0.1
H 4.106 -0.768 -0.241 0.0 0.2 0.1
H 5.206 -0.081 1.007 -0.2 -0.1 0.0
N 0.681 -1.859 -0.772 0.1 -0.1 -0.3
C 0.252 -0.704 -1.344 -0.8 1.0 0.8
N -1.086 -0.708 -1.660 0.3 -0.8 -0.3
O 0.928 0.319 -1.447 0.3 -0.4 -0.2
H 0.061 -2.645 -0.670 0.0 0.1 0.0
H 1.621 -1.947 -0.434 0.1 0.1 -0.1
H -1.639 -1.485 -1.342 -0.1 0.0 -0.1
H -1.575 0.123 -1.945 0.2 0.2 0.1
O 1.531 -4.488 0.923 0.1 0.1 -0.1
H 2.102 -5.033 0.376 -0.1 0.0 -0.1
H 2.061 -4.256 1.724 0.0 0.1 0.1
O -1.141 -3.922 0.279 0.0 0.1 0.0
H -0.237 -4.088 0.598 0.1 -0.3 0.1
H -1.713 -4.312 0.946 -0.1 0.0 0.0
O -3.254 1.778 -1.896 0.1 0.0 -0.1
H -4.215 1.756 -1.898 0.0 0.0 0.1
H -3.022 2.419 -2.576 0.0 0.1 0.0
```
Forces are in eV/Å.

Properties
Total charge   0
Relative energy (zero: lowest compared OMol25 entry of this formula, charge and spin)   4.4 kJ/mol
E_LUMO   0.23 eV
HOMO energy   -7.901 eV
SMILES string   COCCNCCOC.COCCNCCOC.COCCNCCOC.COCCNCCOC.COCCNCCOC.COCCNCCOC.NC(N)=O.O.O.O
2S+1   1
Largest force on an atom   1.61 eV/Å
Frontier orbital gap   8.13 eV

These are the Mulliken partial charges, in e, on atoms 1 to 2:
1. C -0.731
2. O -0.502



4.
DFT (wB97M-V/def2-TZVPD) results for C4H6N2O2 in the gas phase in a non-equilibrium geometry.

The geometry in XYZ format:
```
14
Properties=species:S:1:pos:R:3:forces:R:3
O 2.553 -0.340 0.225 -4.0 -0.4 -0.7
C 1.332 -0.197 0.010 2.5 -0.6 0.5
N 0.270 -1.271 0.089 1.5 0.2 -1.8
N -0.819 -0.590 -0.519 -1.7 -0.5 2.2
C -2.138 -0.634 0.017 0.7 0.2 2.8
C -1.345 0.477 0.591 0.8 -0.1 -2.8
C -0.570 1.508 -0.082 1.8 3.3 -1.2
O 0.856 1.002 -0.311 0.2 -0.2 -0.2
H 0.466 -1.935 -0.712 0.6 0.4 1.6
H -2.854 -0.566 -0.673 -2.6 0.9 -3.0
H -2.594 -1.156 0.855 0.9 -1.0 0.1
H -1.048 0.379 1.577 0.6 -1.1 1.8
H 0.049 2.414 0.596 -3.5 -1.6 -1.9
H -1.119 1.672 -1.151 2.0 0.5 2.5
```
Forces are in eV/Å.

Properties
Total charge   0
Relative energy (zero: lowest compared OMol25 entry of this formula, charge and spin)   617.5 kJ/mol
E_LUMO   0.76 eV
HOMO energy   -9.788 eV
SMILES string   O=C1NN2C[C@@H]2CO1
2S+1   1
Largest force on an atom   4.29 eV/Å
Frontier orbital gap   10.55 eV

These are the natural (NBO) partial charges, in e, on atoms 1 to 2:
1. O -0.587
2. C 0.867



Q: Which value of largest force on an atom does entry 2 give?
A: 2.52 eV/Å